# 1
The following is a quantum chemistry calculation of one molecule with the formula C3H7N5, from OMol25.

CARTESIAN COORDINATES (ANGSTROEM)
C 0.791 1.000 -0.238
C 1.317 -1.075 0.078
H 0.867 -2.297 -0.178
N -1.957 -1.409 -0.516
H 0.783 2.765 -0.913
N 2.597 -0.543 0.485
N 0.205 2.075 -0.451
H -1.357 -1.881 -1.432
N 0.184 -0.299 -0.222
H -2.945 0.561 0.785
H -1.531 1.561 1.085
H 1.997 0.884 -0.589
H 3.357 -1.278 0.617
N -1.941 0.562 0.889
C -1.239 -0.428 0.048

SMILES: [H]/N=C(/N)N(/C=N/[H])/C=N/[H]
Gap between HOMO and LUMO, hartree: 0.3560
Total charge: 0
HOMO level, eV: -9.20

---

# 2
The following is a quantum chemistry calculation of one molecule with the formula C4H7NO, from OMol25.

CARTESIAN COORDINATES (ANGSTROEM)
H 2.007 -1.387 0.287
C -1.964 -0.095 0.117
H 2.352 -0.057 1.414
H -0.245 -1.366 -0.759
H 2.753 0.120 -0.285
H -2.133 0.651 0.899
C 2.007 -0.299 0.403
H -2.749 -0.856 0.078
H -1.241 1.344 -1.067
C 0.662 0.390 0.153
N -1.493 0.359 -1.158
C -0.536 -0.404 -0.330
O 0.580 1.599 0.248

SMILES: CC(=O)[C@H]1CN1
Gap between HOMO and LUMO, hartree: 0.3968
Total charge: 0
HOMO level, eV: -9.83

---

# 3
The following is a quantum chemistry calculation of C45H47Cl3InN10OP2S2 as an isolated structure, from OMol25.

CARTESIAN COORDINATES (ANGSTROEM)
C 2.279 -5.488 -0.628
H 5.678 -1.382 -0.233
C 0.931 -3.553 -0.920
C 2.395 -3.687 0.943
C -0.490 4.363 3.238
H -2.420 3.022 6.421
H 3.576 -5.460 1.082
C 0.910 4.163 5.180
N 2.278 0.883 1.684
C 0.315 4.949 4.201
C 0.711 2.790 5.173
H 6.204 -1.054 -2.660
H -6.722 4.736 1.863
H 0.487 6.018 4.188
N -0.475 0.385 -3.643
H 1.533 4.620 5.937
H -3.051 -4.787 -0.266
C 2.816 -4.935 0.521
C -3.359 2.873 6.953
C 1.770 0.015 -3.511
C 2.145 2.801 0.754
C -5.728 4.309 1.859
H -0.221 1.123 4.184
C -2.903 0.627 4.589
C 2.900 -0.328 -2.638
C -1.849 -2.379 3.671
H 4.381 -0.383 -4.195
H -4.185 3.340 6.417
C -1.405 1.059 -3.026
N 3.035 1.759 2.267
H 1.173 2.176 5.938
C -3.942 3.201 0.699
H 1.847 3.589 0.086
H 3.356 -0.935 0.537
C -0.865 -1.562 3.117
H 2.772 0.914 -5.177
N -2.611 1.215 -3.585
C -3.970 -1.646 -1.126
H 1.515 -1.924 5.505
H -3.237 0.146 -0.194
S -1.160 1.849 -1.481
H -2.240 -0.166 4.940
P -1.147 -0.599 1.598
H -0.265 -3.308 6.511
C -0.720 2.984 3.243
C 1.343 -4.790 -1.372
H -4.550 -3.589 -1.825
N 1.699 1.542 0.700
H -2.197 1.742 -6.299
H -0.955 4.975 2.472
H -4.868 1.396 5.106
S -3.714 1.111 7.183
Cl 3.168 -2.990 2.322
H -3.280 3.307 7.947
C -1.637 -2.988 4.898
H -5.366 4.751 3.925
H 2.188 -0.735 -5.475
H -2.476 -0.318 -4.966
C -5.214 3.753 0.697
H 4.186 2.248 3.782
H -3.555 -0.590 2.919
H -3.695 0.941 -6.802
C -3.189 -0.937 -0.229
H 1.042 0.608 -5.403
C -4.965 4.315 3.019
C -3.697 3.754 3.025
C -3.086 -3.705 -0.261
H 0.947 -5.207 -2.287
H 3.531 0.666 3.840
H -4.623 -0.309 5.533
C -0.080 2.198 4.197
C 1.413 -2.945 0.256
O 0.973 -1.766 0.642
P -1.580 2.291 1.778
H -2.365 1.569 4.691
C -3.123 0.534 -4.763
C 0.562 -2.028 5.001
H -4.122 0.165 -4.521
C 4.921 -1.070 -0.937
H -3.526 2.783 -0.210
N 2.654 -0.456 -1.328
H -2.782 -2.544 3.148
C 5.202 -0.895 -2.283
H -4.615 -1.118 -1.818
C -3.197 1.452 -5.978
C -4.141 0.667 5.472
C -3.221 0.431 3.108
C -2.337 -1.606 0.650
C -3.928 -3.034 -1.135
C 3.629 -0.829 -0.505
H -4.038 1.095 2.821
C -2.275 -2.997 0.614
H -1.585 -3.530 1.257
H 1.106 -0.786 3.327
H -3.765 2.353 -5.744
C 1.961 0.212 -4.982
H -3.195 1.926 -3.178
H -5.806 3.744 -0.210
C -3.177 3.184 1.864
C 4.183 -0.523 -3.142
Cl -0.153 -2.597 -1.863
In 0.414 0.018 -0.585
Cl 2.823 -7.037 -1.163
N 0.631 0.139 -2.942
H -3.112 3.761 3.937
C 0.341 -1.395 3.788
H -2.418 -3.599 5.330
N 3.003 2.961 1.748
N 3.875 1.431 3.281
N -2.062 0.702 2.241
C -0.432 -2.815 5.563

Gap between HOMO and LUMO, hartree: 0.2672
Total charge: +1
HOMO level, eV: -10.06

---

no.,F_max (Eh/bohr)
1,0.124
2,0.011
3,0.024